(1)
A molecular structure, C42H50BiN2O4P2STe at a distorted geometry, computed with ωB97M-V/def2-TZVPD.

Cartesian coordinates (Å):
Bi: 1.124 -0.198 1.370
Te: 2.699 0.028 3.777
S: 0.620 -2.603 0.707
P: -1.721 2.416 0.891
P: -0.907 1.346 -1.828
O: 3.434 -1.036 0.890
O: -0.694 1.603 1.601
O: -0.435 0.166 -1.056
O: 0.223 -0.772 3.224
N: 2.859 -2.490 -0.772
N: 0.925 -2.576 -1.986
C: 1.288 3.511 -4.531
C: -5.852 0.498 0.507
C: -3.327 1.619 0.705
C: -1.647 -1.885 4.243
C: -0.528 -2.694 -2.095
C: 4.818 0.390 3.486
C: -3.514 0.279 1.017
C: 6.580 -4.356 -0.459
C: -1.099 -0.569 3.706
C: -1.020 -4.138 -2.027
C: -2.477 1.049 -2.675
C: 2.390 2.686 -4.713
C: 2.280 -3.992 -3.530
C: -4.781 -0.278 0.922
C: 6.686 -3.594 1.819
C: -4.271 -0.479 -3.159
C: 0.262 3.123 -3.686
C: 2.811 -2.066 4.195
C: -3.017 4.918 3.763
C: -1.637 5.203 1.362
C: -3.076 2.005 -3.492
C: -1.914 6.316 2.144
C: 3.667 -2.057 0.193
C: 4.922 -2.823 0.374
C: -4.407 2.401 0.293
C: 7.194 -4.370 0.787
C: 5.564 -2.811 1.609
C: 1.430 1.066 -3.226
C: -2.065 3.949 1.777
C: -2.752 3.806 2.984
C: -5.666 1.838 0.187
C: 5.441 -3.596 -0.663
C: -4.878 0.484 -3.951
C: -3.072 -0.199 -2.522
C: 1.557 -2.507 -0.809
C: -4.272 1.721 -4.128
C: 0.327 1.893 -3.034
C: -1.141 2.857 -0.790
C: -2.604 6.174 3.337
C: 1.731 -2.604 -3.209
C: -1.080 0.513 4.781
C: 2.462 1.463 -4.063
H: 2.981 -3.925 -4.362
H: -1.030 -2.242 5.069
H: -2.587 -0.940 -1.900
H: 2.804 -4.393 -2.664
H: 4.950 -3.583 -1.626
H: 5.093 0.169 2.459
H: -1.738 -0.235 2.882
H: -6.840 0.064 0.437
H: -2.608 2.970 -3.646
H: 1.467 0.117 -2.703
H: -3.545 4.809 4.701
H: -0.818 -2.236 -3.041
H: 1.483 -4.682 -3.805
H: -2.669 -1.746 4.599
H: 5.164 -2.195 2.402
H: -0.592 -4.636 -1.156
H: -2.818 7.046 3.941
H: 1.235 4.462 -5.044
H: -2.048 0.577 5.281
H: 3.328 0.829 -4.202
H: -0.315 0.266 5.518
H: -4.933 -1.319 1.178
H: -2.667 -0.318 1.334
H: -0.157 3.316 -0.672
H: -0.580 3.788 -3.534
H: 1.103 -2.246 -4.026
H: 3.196 3.003 -5.363
H: 2.665 -2.644 3.285
H: -1.587 7.295 1.817
H: 2.003 -2.269 4.890
H: -6.504 2.447 -0.124
H: -0.968 -2.109 -1.293
H: 2.560 -1.909 -3.079
H: 3.772 -2.285 4.652
H: -4.727 2.461 -4.773
H: -2.106 -4.159 -1.932
H: -4.730 -1.453 -3.044
H: -0.743 -4.695 -2.921
H: -4.257 3.452 0.072
H: -5.824 0.276 -4.432
H: 6.989 -4.945 -1.268
H: -3.070 2.817 3.296
H: -1.649 -2.643 3.458
H: 4.973 1.449 3.687
H: -1.085 5.318 0.437
H: 5.422 -0.195 4.177
H: -1.818 3.556 -1.283
H: 8.069 -4.986 0.948
H: 7.165 -3.606 2.790
H: -0.842 1.482 4.339

Summary:
Frontier orbital gap, eV: 8.05
Maximum force, eV/Å: 1.7
Total charge: +1
HOMO, eV: -10.36

(2)
A molecular structure, C35H29F3N3P2Pb, computed with ωB97M-V/def2-TZVPD.

Cartesian coordinates (Å):
Pb: 0.228 -0.255 -2.622
P: -0.814 2.667 0.752
P: -0.947 -0.316 0.204
F: 2.708 2.165 -1.490
F: 2.839 0.543 -0.208
F: -0.600 2.853 -0.797
N: 0.588 -2.595 -2.301
N: -1.490 1.185 0.901
N: 2.402 -0.959 -3.436
C: 3.234 -0.090 -4.026
C: 3.308 2.955 2.571
C: 1.408 -2.753 2.415
C: -4.971 -2.069 -1.132
C: 0.807 2.726 1.423
C: -4.454 -0.926 -1.732
C: -3.069 -2.176 0.342
C: 4.472 -0.459 -4.509
C: 2.758 -2.247 -3.314
C: -0.390 -2.040 3.856
C: -2.442 5.688 2.806
C: 1.925 -4.527 -2.651
C: -3.177 4.013 0.690
C: -3.244 -0.410 -1.298
C: -2.545 -1.030 -0.254
C: 0.777 -2.772 3.650
C: 2.453 1.942 2.985
C: 3.996 -2.685 -3.761
C: -1.920 3.892 1.305
C: -3.685 5.808 2.200
C: 2.190 1.036 -1.192
C: -0.297 -1.270 1.578
C: 0.875 -1.996 1.381
C: 1.739 -3.156 -2.724
C: -4.054 4.976 1.145
C: -0.269 -4.749 -1.730
C: -1.547 4.729 2.362
C: -0.392 -3.378 -1.828
C: 2.917 3.863 1.591
C: 4.860 -1.783 -4.362
C: -0.929 -1.292 2.825
C: -4.281 -2.689 -0.100
C: 1.194 1.824 2.419
C: 1.666 3.757 1.013
C: 0.916 -5.333 -2.145
H: -1.841 -0.730 2.994
H: -2.858 0.498 -1.755
H: -3.455 3.372 -0.138
H: 3.584 4.660 1.293
H: -0.878 -2.059 4.821
H: 1.376 -1.969 0.419
H: 1.052 -6.404 -2.094
H: -1.089 -5.339 -1.346
H: 5.826 -2.114 -4.720
H: 2.840 -4.978 -3.002
H: 2.318 -3.318 2.264
H: 5.112 0.268 -4.989
H: -4.379 6.561 2.550
H: -2.534 -2.673 1.142
H: -5.023 5.088 0.679
H: -4.996 -0.440 -2.532
H: -2.425 1.184 1.297
H: -4.691 -3.574 0.370
H: 2.763 1.254 3.760
H: 2.883 0.933 -4.117
H: -2.170 6.342 3.622
H: 1.352 4.471 0.261
H: 4.294 -3.716 -3.655
H: -0.576 4.630 2.829
H: -1.307 -2.883 -1.528
H: 1.193 -3.355 4.460
H: -5.916 -2.471 -1.468
H: 0.517 1.051 2.757
H: 4.286 3.048 3.024

Summary:
Frontier orbital gap, eV: 7.83
Maximum force, eV/Å: 0.1
Total charge: +3
HOMO, eV: -16.72

(3)
2 unconnected molecules or ions with the total composition C12H27O8P, computed with ωB97M-V/def2-TZVPD.

Cartesian coordinates (Å):
P: -0.200 2.016 3.230
O: 2.919 -2.944 1.025
O: -1.478 1.077 3.071
O: -0.273 -1.698 -5.341
O: 2.365 -0.815 0.810
O: 0.845 1.049 3.940
O: -0.516 0.614 -3.607
O: 0.936 -2.397 0.084
O: -0.429 3.265 3.972
C: 1.726 1.475 1.224
C: 0.579 -0.345 4.237
C: 2.128 -2.116 0.691
C: -1.223 0.460 -4.829
C: 1.263 0.105 0.776
C: -2.589 1.563 2.297
C: 0.163 -2.460 -4.230
C: -1.486 -1.001 -5.128
C: 0.883 0.772 -3.777
C: 1.909 -1.054 4.449
C: 0.501 2.335 1.582
C: -3.327 0.393 1.661
H: 1.211 -2.705 -4.396
H: -2.173 0.994 -4.736
H: -0.029 -0.375 5.139
H: -2.653 -0.463 1.616
H: -0.408 -3.391 -4.152
H: -0.662 0.910 -5.654
H: 1.284 0.049 -4.488
H: -3.627 0.616 0.641
H: 0.796 3.382 1.624
H: -3.245 2.116 2.968
H: 2.670 -0.344 4.762
H: 2.421 1.402 2.055
H: 0.034 -0.810 3.421
H: -2.080 -1.079 -6.044
H: 0.316 -2.710 0.756
H: 1.135 1.784 -4.110
H: 1.801 -1.851 5.180
H: 2.241 1.971 0.400
H: -2.257 2.265 1.535
H: 0.070 -1.905 -3.293
H: 0.867 0.162 -0.238
H: -2.057 -1.457 -4.314
H: 2.260 -1.506 3.522
H: 1.344 0.591 -2.806
H: 0.464 -0.236 1.435
H: -0.234 2.204 0.789
H: -4.187 0.090 2.251

Summary:
SMILES: CCOP(=O)(CCCOC(=O)O)OCC.COCCOC
Frontier orbital gap, eV: 9.62
Maximum force, eV/Å: 1.0
HOMO, eV: -9.46